Entry 1:
Density functional theory data (ωB97M-V/def2-TZVPD) for a molecular structure, C47H64Ge2N4O7P2SW in a non-equilibrium geometry.

* net charge: +1
* HOMO level (spin up / spin down): -8.6 / -9.5 eV
* multiplicity: 2
* orbital gap (spin up / spin down): 5.61 / 6.58 eV
* <S²>: 0.7589

Each line ends with the Löwdin spin population.
Element x y z (Å)
W: 0.47 0.35 0.16  0.82
N: -0.81 -1.91 -3.68  0.00
C: -0.78 -1.27 -2.49  0.00
S: 0.18 -1.99 -1.21  0.03
N: -1.44 -0.18 -2.31  0.00
N: -1.39 0.41 -1.04  0.00
C: -2.64 0.68 -0.61  0.01
C: -2.98 1.37 0.56  0.00
C: -4.32 1.72 0.83  0.00
C: -4.67 2.39 1.98  0.00
C: -3.70 2.75 2.90  0.00
C: -2.37 2.44 2.66  0.00
C: -1.99 1.75 1.51  0.01
O: -0.70 1.46 1.27  0.04
H: -0.07 -2.57 -3.85  0.00
H: -1.19 -1.40 -4.46  0.00
H: -3.44 0.35 -1.27  0.00
H: -5.08 1.48 0.10  0.00
H: -5.70 2.65 2.17  0.00
H: -3.97 3.28 3.80  0.00
H: -1.60 2.77 3.34  0.00
C: 3.62 -2.65 1.15  0.00
C: 4.77 -2.05 0.58  0.00
C: 4.59 -0.98 -0.25  0.00
C: 3.31 -0.45 -0.48  0.00
N: 2.22 -0.88 0.29  0.00
C: 2.41 -2.03 0.99  0.00
C: 2.95 0.33 -1.63  0.01
C: 3.88 0.60 -2.66  0.00
C: 3.46 0.99 -3.91  0.01
C: 2.10 1.09 -4.19  0.00
C: 1.20 0.94 -3.15  0.00
C: 1.55 0.61 -1.84  -0.01
H: 3.69 -3.57 1.69  0.00
H: 5.74 -2.46 0.77  0.00
H: 5.43 -0.56 -0.76  0.00
H: 1.51 -2.48 1.41  0.00
H: 4.93 0.46 -2.47  0.00
H: 4.19 1.20 -4.68  0.00
H: 1.77 1.34 -5.18  0.00
H: 0.15 1.10 -3.38  0.00
C: -1.36 0.63 5.43  0.00
C: 0.09 0.59 5.87  0.00
C: 0.22 -0.07 7.24  0.00
O: 0.96 -0.12 4.97  0.00
P: 0.91 -0.93 3.63  0.01
O: 0.88 -0.16 2.36  0.04
C: -0.48 -2.13 3.67  0.00
P: -1.21 -2.31 2.00  0.01
O: -1.07 -1.06 1.19  0.03
O: -0.41 -3.52 1.41  0.00
C: -0.92 -4.76 0.84  0.00
C: 0.22 -5.35 0.02  0.00
C: -1.39 -5.67 1.96  0.00
O: -2.66 -2.90 2.16  0.00
C: -3.96 -2.36 2.51  0.00
C: -3.93 -1.59 3.81  0.00
C: -4.51 -1.53 1.38  0.00
O: 2.27 -1.69 3.71  0.00
C: 2.92 -2.15 4.92  0.00
C: 4.30 -1.52 5.00  0.00
C: 2.99 -3.68 4.89  0.00
H: -1.86 1.44 5.95  0.00
H: -1.87 -0.29 5.67  0.00
H: -1.44 0.82 4.36  0.00
H: 0.50 1.61 5.90  0.00
H: -0.09 -1.12 7.17  0.00
H: -0.42 0.43 7.96  0.00
H: 1.24 -0.04 7.60  0.00
H: -1.25 -1.81 4.36  0.00
H: -0.12 -3.11 3.99  0.00
H: -1.75 -4.51 0.18  0.00
H: 1.03 -5.67 0.68  0.00
H: 0.60 -4.59 -0.67  0.00
H: -0.13 -6.20 -0.55  0.00
H: -0.56 -5.90 2.62  0.00
H: -1.77 -6.59 1.54  0.00
H: -2.17 -5.18 2.52  0.00
H: -4.56 -3.27 2.63  0.00
H: -3.37 -0.66 3.69  0.00
H: -3.50 -2.19 4.62  0.00
H: -4.95 -1.34 4.09  0.00
H: -3.90 -0.64 1.25  0.00
H: -5.53 -1.22 1.61  0.00
H: -4.52 -2.09 0.45  0.00
H: 2.32 -1.83 5.78  0.00
H: 4.88 -1.77 4.11  0.00
H: 4.82 -1.89 5.88  0.00
H: 4.22 -0.44 5.06  0.00
H: 3.61 -3.99 4.05  0.00
H: 2.00 -4.11 4.78  0.00
H: 3.43 -4.05 5.81  0.00
C: 3.05 3.76 0.77  -0.01
Ge: 2.14 2.00 1.31  0.01
C: 3.81 1.23 2.22  0.00
C: 1.29 2.80 2.97  0.01
Ge: 0.09 2.68 -0.93  -0.02
C: -1.60 3.80 -0.63  -0.01
C: -1.53 4.77 0.37  0.00
C: -2.59 5.63 0.61  0.00
C: -3.74 5.52 -0.15  0.00
C: -3.82 4.57 -1.16  0.00
C: -2.76 3.72 -1.40  0.00
C: 0.89 3.84 -2.40  -0.01
C: 0.09 4.70 -3.14  0.00
C: 0.62 5.44 -4.19  0.00
C: 1.95 5.30 -4.54  0.00
C: 2.77 4.47 -3.79  0.00
C: 2.24 3.74 -2.74  0.00
H: 4.11 3.61 0.57  0.00
H: 2.99 4.46 1.60  0.00
H: 2.61 4.24 -0.09  0.00
H: 4.05 1.88 3.06  0.00
H: 4.65 1.24 1.54  0.00
H: 3.66 0.22 2.59  0.00
H: 2.06 3.24 3.60  0.00
H: 0.78 2.03 3.55  0.00
H: 0.57 3.58 2.72  0.00
H: -0.61 4.85 0.94  0.00
H: -2.52 6.37 1.39  0.00
H: -4.57 6.18 0.03  0.00
H: -4.72 4.50 -1.77  0.00
H: -2.83 2.99 -2.19  0.00
H: -0.96 4.80 -2.90  0.00
H: -0.02 6.11 -4.74  0.00
H: 2.35 5.84 -5.38  0.00
H: 3.81 4.36 -4.05  0.00
H: 2.89 3.11 -2.16  0.00

Entry 2:
Density functional theory data (ωB97M-V/def2-TZVPD) for 14 unconnected molecules or ions with the total composition C47H65FO42 in a non-equilibrium geometry.

* HOMO level: -10.1 eV
* orbital gap: 9.83 eV

Each line ends with the Mulliken charge.
Element x y z (Å)
C: 3.09 -2.17 -3.35  0.09
C: 4.41 -2.58 -2.69  -0.37
O: 4.55 -1.56 -1.67  -0.43
C: 3.41 -0.91 -1.50  0.38
O: 3.24 0.01 -0.74  -0.56
O: 2.52 -1.34 -2.38  0.25
H: 2.42 -2.99 -3.60  0.00
H: 3.27 -1.63 -4.28  0.16
H: 5.27 -2.48 -3.35  0.32
H: 4.39 -3.55 -2.20  0.14
C: -3.88 0.03 1.28  0.65
C: -4.97 0.18 0.26  -0.06
O: -5.66 1.35 0.73  -0.41
C: -4.93 2.00 1.66  0.49
O: -5.23 3.04 2.15  -0.60
O: -3.81 1.30 1.91  -0.15
H: -2.91 -0.29 0.93  -0.69
H: -4.18 -0.67 2.07  0.34
H: -5.71 -0.61 0.31  0.29
H: -4.62 0.22 -0.77  0.12
C: -3.00 6.49 -0.73  -0.46
C: -3.81 5.21 -0.37  0.04
O: -2.94 4.19 -0.84  -0.01
C: -1.74 4.69 -1.22  0.27
O: -0.80 4.00 -1.47  -0.20
O: -1.82 6.03 -1.35  -0.34
H: -2.88 7.04 0.20  0.30
H: -3.59 7.01 -1.48  0.34
H: -4.74 5.13 -0.92  0.38
H: -3.98 5.19 0.70  -0.27
C: -0.98 -4.40 -3.88  0.14
C: -0.68 -2.99 -3.36  0.62
O: -0.13 -2.38 -4.52  -0.13
C: -0.44 -3.07 -5.62  0.39
O: -0.23 -2.71 -6.75  -0.57
O: -0.88 -4.28 -5.30  -0.40
H: -1.99 -4.70 -3.61  0.09
H: -0.16 -5.05 -3.58  0.12
H: -0.10 -3.05 -2.43  -0.39
H: -1.61 -2.52 -3.05  -0.07
C: -1.30 -3.27 3.37  0.40
C: -0.95 -3.11 4.84  -0.39
O: -1.06 -1.68 5.02  -0.42
C: -1.15 -1.08 3.84  -0.03
O: -0.99 0.08 3.65  -0.03
O: -1.49 -1.97 2.85  0.19
H: -2.26 -3.79 3.37  0.27
H: -0.52 -3.89 2.92  -0.47
H: 0.11 -3.28 5.03  0.12
H: -1.56 -3.79 5.43  0.35
C: 1.87 -7.11 0.37  -0.76
C: 1.95 -5.62 0.79  1.09
O: 2.53 -5.05 -0.38  -0.10
C: 2.12 -5.79 -1.45  0.41
O: 2.23 -5.44 -2.58  -0.52
O: 1.68 -6.98 -1.03  -0.34
H: 1.04 -7.56 0.92  0.41
H: 2.77 -7.67 0.61  0.31
H: 2.61 -5.61 1.65  0.11
H: 0.99 -5.18 1.04  -0.58
C: 2.41 6.00 0.71  0.06
C: 2.27 4.99 -0.39  1.27
O: 3.12 5.48 -1.43  -0.31
C: 3.87 6.50 -0.96  0.47
O: 4.58 7.15 -1.66  -0.59
O: 3.59 6.73 0.34  -0.43
H: 2.52 5.66 1.74  0.21
H: 1.63 6.76 0.66  0.24
H: 1.22 4.93 -0.70  -0.53
H: 2.53 3.96 -0.16  -0.34
C: -2.86 4.99 3.58  -0.37
C: -1.92 3.79 3.37  1.00
O: -1.02 4.27 2.38  0.46
C: -1.05 5.61 2.34  0.01
O: -0.44 6.34 1.61  -0.50
O: -2.02 6.06 3.15  -0.40
H: -3.26 5.21 4.56  0.37
H: -3.73 4.99 2.91  0.05
H: -2.40 2.86 3.07  -0.26
H: -1.39 3.56 4.30  -0.21
C: -0.62 1.05 -5.71  -0.92
C: -1.59 2.08 -5.12  0.52
C: -2.89 2.27 -5.91  -0.57
O: -3.87 2.34 -4.86  -0.39
C: -3.38 1.82 -3.75  0.12
O: -3.97 1.44 -2.78  -0.44
O: -2.06 1.54 -3.91  0.26
H: -1.15 0.11 -5.83  0.36
H: 0.10 0.81 -4.92  -0.24
H: -0.06 1.34 -6.60  0.41
H: -1.04 3.03 -5.10  0.22
H: -3.24 1.36 -6.42  0.31
H: -2.90 3.16 -6.53  0.32
C: -0.06 1.66 6.45  -1.22
C: 1.33 1.70 5.86  0.40
C: 1.65 0.67 4.77  0.60
O: 1.98 1.40 3.62  -0.03
C: 1.81 2.72 3.85  0.33
O: 2.05 3.57 3.05  -0.48
O: 1.47 2.93 5.14  -0.35
H: -0.15 0.84 7.17  0.42
H: -0.82 1.51 5.68  0.10
H: -0.29 2.63 6.89  0.39
H: 2.07 1.62 6.66  0.28
H: 0.79 0.00 4.62  -0.76
H: 2.48 0.00 5.01  0.39
C: 0.84 1.98 0.60  -0.62
C: -0.24 0.89 0.58  2.31
C: -0.79 0.59 -0.82  -0.13
O: -0.70 -0.84 -0.82  0.35
C: 0.11 -1.30 0.13  -0.57
O: 0.45 -2.46 0.17  0.13
O: 0.47 -0.31 0.95  0.41
H: 0.51 3.02 0.58  -0.29
H: 1.47 1.83 -0.28  -0.17
H: 1.51 1.95 1.46  -0.09
H: -0.96 1.06 1.38  -0.81
H: -0.16 0.90 -1.65  -0.47
H: -1.81 0.94 -0.91  0.04
C: -1.30 -5.38 -0.23  -0.12
C: -2.70 -5.29 -0.85  0.01
C: -3.86 -5.40 0.11  -0.55
O: -4.71 -4.32 -0.31  -0.43
C: -3.94 -3.41 -1.02  0.24
O: -4.36 -2.36 -1.41  -0.52
O: -2.73 -3.90 -1.18  0.50
H: -1.10 -6.39 0.13  0.49
H: -1.14 -4.71 0.62  -0.32
H: -0.62 -5.03 -1.01  -0.34
H: -2.87 -5.96 -1.69  0.46
H: -3.61 -5.32 1.17  0.19
H: -4.38 -6.34 -0.10  0.38
C: 5.47 -2.77 2.41  -1.48
C: 4.27 -2.54 3.31  0.39
C: 2.88 -2.32 2.67  2.09
O: 2.13 -3.40 3.22  0.02
C: 2.85 -4.20 4.02  0.32
O: 2.47 -5.19 4.55  -0.59
O: 4.11 -3.74 4.07  -0.39
H: 5.56 -1.95 1.69  0.36
H: 5.36 -3.70 1.85  0.34
H: 6.37 -2.80 3.02  0.40
H: 4.46 -1.74 4.03  0.36
H: 2.96 -2.25 1.59  -0.55
H: 2.47 -1.38 3.04  -1.34
C: 2.15 2.16 -3.34  0.76
C: 2.97 3.36 -3.80  0.45
O: 3.20 3.05 -5.17  -0.40
C: 3.04 1.74 -5.39  0.40
O: 3.08 1.15 -6.42  -0.55
O: 2.70 1.16 -4.22  0.05
F: 4.15 3.48 -3.13  -0.34
H: 1.13 2.33 -3.69  -0.56
H: 2.25 1.90 -2.29  -0.31
H: 2.55 4.36 -3.77  0.44

Number 1: total energy -7876.8212 hartree. Number 2: total energy -5090.0661 hartree.